Record 1
The following is a DFT calculation (ωB97M-V/def2-TZVPD) of C4H10F26HfNO6P4S2 as an isolated structure in a non-equilibrium geometry.

The largest force on an atom comes out at 9.80 eV/Å. The total energy comes out at -5470.9422 Ha. The HOMO energy is -0.3628 Eh. The total charge is -1.

The geometry in XYZ format:
```
54
C4H10F26HfNO6P4S2 | the OMol25 dataset | ωB97M-V/def2-TZVPD
Hf -0.088 -0.182 0.156
P -4.007 4.816 1.035
F -4.394 3.995 2.395
F -2.791 5.560 1.782
F -2.990 3.599 0.557
F -3.665 5.579 -0.375
F -5.100 3.892 0.208
F -5.098 6.026 1.324
P -2.746 -3.513 -2.560
F -3.124 -2.093 -1.981
F -4.277 -3.956 -2.464
F -3.069 -2.886 -4.058
F -2.229 -4.970 -3.129
F -1.238 -2.817 -2.735
F -2.357 -3.822 -1.008
P 3.019 3.480 1.641
F 4.580 3.619 1.177
F 3.068 1.824 1.775
F 3.506 3.644 3.222
F 1.459 3.105 2.121
F 2.829 5.121 1.399
F 2.474 3.060 0.266
P 2.761 -4.963 2.031
F 3.407 -3.760 2.846
F 1.384 -4.660 2.783
F 2.179 -3.911 0.917
F 2.063 -6.186 1.167
F 4.133 -5.123 1.147
F 3.143 -5.973 3.334
N -1.766 -1.018 3.829
S -1.163 -0.995 5.514
O -1.008 -2.293 6.220
O -1.383 0.184 6.297
F 0.350 -0.671 5.090
S -3.097 -1.602 4.505
O -3.832 -0.824 5.521
O -3.215 -3.071 4.539
F -3.886 -1.179 3.131
C 3.868 -0.324 -2.437
O 2.522 0.047 -2.714
C 2.404 0.409 -4.119
C 1.232 1.375 -4.345
O 0.214 1.240 -3.390
C -0.930 1.784 -4.018
H 4.633 0.410 -2.690
H 4.022 -1.290 -2.919
H 3.929 -0.618 -1.390
H 2.233 -0.493 -4.708
H 3.268 0.842 -4.623
H 0.902 1.199 -5.369
H 1.522 2.426 -4.333
H -1.831 1.691 -3.411
H -1.122 1.420 -5.027
H -0.698 2.844 -4.125
```

Record 2
The following is a DFT calculation (ωB97M-V/def2-TZVPD) of C4H10F2NO3PSSi2 as an isolated structure in a non-equilibrium geometry.

The largest force on an atom comes out at 6.03 eV/Å. The total energy comes out at -1957.1524 Ha. The HOMO energy is -0.3146 Eh.

The geometry in XYZ format:
```
24
C4H10F2NO3PSSi2 | the OMol25 dataset | ωB97M-V/def2-TZVPD
C -0.330 2.579 1.698
C 0.311 2.469 0.220
F 1.774 2.347 0.332
Si -0.236 0.850 -0.714
O 0.957 -0.369 -0.392
Si 1.875 -0.803 -1.793
P 2.461 -2.960 -1.589
S 1.626 -3.687 0.031
C -1.944 0.207 -0.022
O -3.007 0.905 -0.097
N -1.909 -1.132 0.633
C -2.432 -1.107 1.999
O -1.810 -0.512 2.916
F -3.638 -1.807 2.273
H -1.469 2.746 1.674
H 0.161 3.462 2.266
H -0.054 1.588 2.232
H 0.118 3.413 -0.424
H -0.332 1.063 -2.169
H 1.194 -0.544 -3.070
H 3.131 -0.019 -1.819
H 1.983 -3.695 -2.748
H 3.898 -3.118 -1.486
H -2.328 -1.875 0.052
```

Record 3
The following is a DFT calculation (ωB97M-V/def2-TZVPD) of the molecule C4H10FN in a non-equilibrium geometry.

Its SMILES is C[C@@H](F)CCN. The largest force on an atom comes out at 4.03 eV/Å. The total energy comes out at -313.0078 Ha. The HOMO energy is -0.3395 Eh.

The geometry in XYZ format:
```
16
C4H10FN | the OMol25 dataset | ωB97M-V/def2-TZVPD
C -1.398 0.073 -1.940
C -1.060 -0.053 -0.424
F -1.317 -1.422 -0.020
C 0.406 0.180 -0.055
C 0.669 -0.038 1.338
N 2.027 0.257 1.625
H -2.439 -0.042 -2.219
H -1.042 1.033 -2.269
H -0.882 -0.723 -2.463
H -1.734 0.592 0.190
H 0.725 1.161 -0.465
H 0.937 -0.523 -0.640
H 0.274 -1.095 1.501
H 0.019 0.647 1.966
H 2.139 0.398 2.584
H 2.677 -0.445 1.291
```

Record 4
The following is a DFT calculation (ωB97M-V/def2-TZVPD) of the molecule C4H10FN in a non-equilibrium geometry.

Its SMILES is CCNCCF. The largest force on an atom comes out at 2.81 eV/Å. The total energy comes out at -312.9804 Ha. The HOMO energy is -0.3097 Eh.

The geometry in XYZ format:
```
16
C4H10FN | the OMol25 dataset | ωB97M-V/def2-TZVPD
C -2.162 0.369 -0.573
C -1.328 -0.712 0.187
N 0.113 -0.540 -0.273
C 0.904 0.567 0.172
C 2.339 0.068 0.327
F 2.906 -0.276 -0.874
H -3.216 0.051 -0.716
H -1.645 0.605 -1.538
H -2.164 1.338 -0.028
H -1.659 -1.768 0.031
H -1.361 -0.634 1.300
H 0.574 -1.428 -0.432
H 0.544 0.940 1.160
H 0.804 1.499 -0.613
H 2.362 -0.810 0.963
H 2.988 0.731 0.908
```

Record 5
The following is a DFT calculation (ωB97M-V/def2-TZVPD) of a 2-piece molecular cluster, C4H10FN overall in a non-equilibrium geometry.

The largest force on an atom comes out at 5.65 eV/Å. The total energy comes out at -312.8456 Ha. The HOMO energy (spin up / spin down) is -0.3954 / -0.3860 Eh.

The geometry in XYZ format:
```
16
C4H10FN | the OMol25 dataset | ωB97M-V/def2-TZVPD
C -1.040 1.119 -0.029
C 1.108 0.138 -1.197
C -0.171 -1.205 0.590
C 0.260 0.176 0.195
N 0.866 0.905 1.203
F 2.646 -0.026 1.778
H -1.917 0.768 0.603
H -0.956 2.151 0.190
H -1.271 1.112 -1.156
H 0.334 -0.264 -1.970
H 1.985 -0.387 -1.076
H 1.218 1.115 -1.429
H -1.206 -1.121 0.899
H -0.153 -1.962 -0.289
H 0.449 -1.609 1.329
H 0.528 0.748 2.076
```

Record 6
The following is a DFT calculation (ωB97M-V/def2-TZVPD) of an isolated ion of composition C4H10FN2 and charge +1 in a non-equilibrium geometry.

Its SMILES is C[C@@H](F)[C@@H](N)C=[NH2+]. The largest force on an atom comes out at 5.26 eV/Å. The total energy comes out at -367.4863 Ha. The HOMO energy is -0.5221 Eh. The total charge is +1.

The geometry in XYZ format:
```
17
C4H10FN2 | the OMol25 dataset | ωB97M-V/def2-TZVPD
C -2.110 -0.768 0.064
C -1.217 0.383 -0.154
F -1.169 1.129 1.035
C 0.438 0.294 -0.663
N 1.114 1.463 -0.291
C 1.088 -0.789 0.118
N 2.286 -0.715 0.505
H -3.000 -0.517 0.544
H -2.428 -1.335 -0.806
H -1.689 -1.609 0.737
H -1.658 1.113 -0.833
H 0.352 0.014 -1.658
H 0.873 1.811 0.605
H 1.129 2.214 -1.013
H 0.382 -1.552 0.473
H 2.957 -1.353 0.869
H 2.652 0.218 0.466
```

Record 7
The following is a DFT calculation (ωB97M-V/def2-TZVPD) of a 3-piece molecular cluster, C4H10I4N3 overall in a non-equilibrium geometry.

The largest force on an atom comes out at 4.63 eV/Å. The total energy comes out at -1513.1166 Ha. The HOMO energy (spin up / spin down) is -0.4565 / -0.4436 Eh. The total charge is +1.

The geometry in XYZ format:
```
21
C4H10I4N3 | the OMol25 dataset | ωB97M-V/def2-TZVPD
C 2.035 1.550 -0.462
C 0.703 1.886 -1.151
C -1.595 -0.325 0.769
C -0.853 0.033 -0.308
N 2.147 0.105 -0.201
N -2.252 -1.465 0.768
N -0.390 1.333 -0.405
I 1.212 -3.382 1.878
I -1.876 0.924 2.450
I -0.201 -1.347 -1.749
I -5.124 -0.985 -0.144
H 2.747 1.680 -1.190
H 2.049 2.164 0.402
H 0.631 1.403 -2.207
H 0.550 2.993 -1.126
H 2.114 -0.197 0.853
H 3.049 -0.231 -0.450
H -2.117 -2.011 -0.012
H -3.031 -1.667 1.373
H 1.176 -4.470 0.666
H -0.974 2.008 0.246
```

Record 8
The following is a DFT calculation (ωB97M-V/def2-TZVPD) of a 2-piece molecular cluster, C4H10N overall in a non-equilibrium geometry.

The largest force on an atom comes out at 5.60 eV/Å. The total energy comes out at -212.6486 Ha. The HOMO energy is -0.4765 Eh. The total charge is +1.

The geometry in XYZ format:
```
15
C4H10N | the OMol25 dataset | ωB97M-V/def2-TZVPD
C 0.410 -1.894 1.340
C 1.732 -1.273 0.695
C 1.297 0.084 0.219
C 0.025 0.441 0.004
N -2.774 2.313 -1.941
H 0.046 -0.850 1.636
H -0.250 -2.440 0.704
H 0.508 -2.490 2.218
H 2.630 -1.026 1.439
H 2.090 -1.837 -0.214
H 2.216 0.689 0.106
H -0.096 1.109 -0.877
H -1.838 2.223 -1.581
H -3.406 2.853 -1.279
H -3.263 1.426 -2.104
```

Record 9
The following is a DFT calculation (ωB97M-V/def2-TZVPD) of an isolated ion of composition C4H10N and charge +1 in a non-equilibrium geometry.

Its SMILES is C=C([NH3+])CC. The largest force on an atom comes out at 2.63 eV/Å. The total energy comes out at -212.8643 Ha. The HOMO energy is -0.5530 Eh. The total charge is +1.

The geometry in XYZ format:
```
15
C4H10N | the OMol25 dataset | ωB97M-V/def2-TZVPD
C 0.861 -1.200 0.618
C -0.099 -0.353 0.296
N -1.185 -0.247 1.371
C 0.081 0.961 -0.441
C 0.560 0.731 -1.893
H 1.839 -1.188 0.172
H 0.853 -1.784 1.524
H -2.124 -0.222 0.973
H -1.065 0.508 2.043
H -1.089 -1.166 1.818
H 0.898 1.483 0.057
H -0.823 1.565 -0.424
H -0.281 0.608 -2.579
H 1.223 1.483 -2.299
H 1.092 -0.222 -1.925
```

Record 10
The following is a DFT calculation (ωB97M-V/def2-TZVPD) of an isolated ion of composition C4H10N and charge +1 in a non-equilibrium geometry.

Its SMILES is CC1(C)C[NH2+]1. The largest force on an atom comes out at 4.13 eV/Å. The total energy comes out at -212.8278 Ha. The HOMO energy is -0.6020 Eh. The total charge is +1.

The geometry in XYZ format:
```
15
C4H10N | the OMol25 dataset | ωB97M-V/def2-TZVPD
C 0.015 1.557 0.024
C -0.016 0.072 0.042
C 1.522 -0.785 0.069
C -1.103 -0.579 0.735
N -1.126 -0.599 -0.711
H 0.324 1.788 -0.963
H 0.774 1.896 0.680
H -0.953 2.167 0.092
H 1.725 -0.631 1.088
H 2.481 -0.276 -0.415
H 1.191 -1.828 -0.265
H -1.166 -1.623 1.139
H -1.923 0.079 1.053
H -0.938 -1.359 -1.363
H -1.644 0.155 -1.209
```

Record 11
The following is a DFT calculation (ωB97M-V/def2-TZVPD) of an isolated ion of composition C4H10N and charge +1 in a non-equilibrium geometry.

Its SMILES is CC/C=C/[NH3+]. The largest force on an atom comes out at 4.32 eV/Å. The total energy comes out at -212.8252 Ha. The HOMO energy is -0.5266 Eh. The total charge is +1.

The geometry in XYZ format:
```
15
C4H10N | the OMol25 dataset | ωB97M-V/def2-TZVPD
C -0.545 0.291 -1.963
C -0.827 0.992 -0.666
C 0.059 0.576 0.383
C 0.124 -0.707 0.843
N 1.061 -0.976 1.882
H -0.831 -0.825 -2.077
H 0.507 0.112 -2.365
H -0.950 0.713 -2.814
H -1.921 1.082 -0.345
H -0.712 2.143 -0.794
H 0.565 1.445 0.963
H -0.500 -1.534 0.545
H 0.492 -1.375 2.726
H 1.634 -1.797 1.676
H 1.843 -0.142 2.007
```

Record 12
The following is a DFT calculation (ωB97M-V/def2-TZVPD) of an isolated ion of composition C4H10N2 and charge -1 in a non-equilibrium geometry.

The largest force on an atom comes out at 1.35 eV/Å. The total energy comes out at -267.8128 Ha. As for the spin multiplicity: 2. As for the expectation value of S²: 0.7545. The HOMO energy (spin up / spin down) is 0.0292 / -0.0634 Eh. The total charge is -1.

The geometry in XYZ format:
```
16
C4H10N2 | the OMol25 dataset | ωB97M-V/def2-TZVPD
C -0.595 1.146 0.960
C 0.367 -0.047 1.039
C 0.368 -0.892 -0.207
C 1.020 -0.502 -1.427
N -0.755 -1.770 -0.218
N -0.146 2.080 -0.084
H -1.589 0.764 0.703
H -0.643 1.712 1.899
H -0.038 -0.666 1.860
H 1.317 0.325 1.433
H 0.465 -0.831 -2.332
H 2.113 -0.523 -1.530
H -0.950 -2.317 0.598
H -1.007 -2.152 -1.120
H -0.943 2.603 -0.446
H 0.321 1.564 -0.836
```